Record 1
Formula: C3H8N2O2
Source: OMol25
Level of theory: the ωB97M-V functional and the def2-TZVPD basis

Last column: natural (NBO) charge in e.
Geometry (Å):
O (0.74, 1.20, 1.06)  -0.69
O (-1.82, 0.74, 0.88)  -0.74
N (2.28, 1.22, -0.55)  -0.84
N (0.42, -0.22, -0.74)  -0.62
C (1.10, 0.71, -0.02)  0.79
C (-1.64, -0.63, 0.78)  -0.07
C (-0.78, -1.03, -0.43)  -0.23
H (0.77, -0.42, -1.66)  0.39
H (-1.28, -1.09, 1.71)  0.16
H (-0.92, 1.12, 1.03)  0.49
H (-0.48, -2.08, -0.36)  0.19
H (2.94, 0.68, -1.09)  0.39
H (2.70, 1.82, 0.14)  0.40
H (-1.41, -0.98, -1.32)  0.20
H (-2.64, -1.04, 0.58)  0.18

The calculated total energy comes out at -379.1199 a.u. As for the SMILES: NC(=O)NCCO. The energy above the lowest of the compared OMol25 structures with the same formula, charge and spin is 0.575 eV. As for the HOMO energy: -9.73 eV. Its HOMO-LUMO gap is 10.36 eV.

Record 2
Formula: C10H14FeN2P
Source: OMol25
Level of theory: the ωB97M-V functional and the def2-TZVPD basis

Last column: Mulliken spin population.
Geometry (Å):
Fe (-0.25, -0.07, -0.58)  3.04
P (0.54, -2.10, -1.03)  -0.04
N (-2.05, -0.07, 0.25)  0.22
N (-6.13, -0.37, 1.03)  0.07
C (0.97, 1.71, -0.34)  0.06
C (-4.01, 0.75, 1.38)  -0.22
C (1.83, 0.58, 0.11)  -0.10
C (-4.79, -0.29, 0.83)  0.43
C (-2.66, 0.81, 1.10)  0.31
C (1.74, 0.53, 1.54)  0.02
C (0.78, 1.48, 1.97)  0.03
C (0.30, 2.20, 0.83)  0.00
C (-4.14, -1.25, 0.02)  -0.13
C (-2.79, -1.12, -0.22)  0.12
H (0.50, 1.68, 3.00)  0.01
H (-6.67, -1.12, 0.63)  0.00
H (-4.48, 1.53, 2.00)  -0.01
H (0.51, -2.23, -2.46)  0.00
H (-2.24, -1.85, -0.81)  0.10
H (-0.38, 3.05, 0.85)  0.01
H (0.98, 2.16, -1.32)  0.00
H (2.36, -0.08, 2.19)  0.01
H (-0.18, -3.27, -0.62)  -0.01
H (1.89, -2.49, -0.74)  -0.01
H (2.59, 0.10, -0.51)  0.00
H (-2.03, 1.58, 1.53)  0.08
H (-6.62, 0.31, 1.60)  0.00
H (-4.71, -2.06, -0.45)  0.01

The calculated total energy comes out at -2103.9000 a.u. Its spin multiplicity is 5. The expectation value of S² is 6.08. As for the HOMO energy (spin up / spin down): 0.11 / -2.45 eV. Its HOMO-LUMO gap (spin up / spin down) is 3.46 / 5.93 eV. As for the total charge: -1.

Record 3
Formula: C31H29BrN7ORuSSb
Source: OMol25
Level of theory: the ωB97M-V functional and the def2-TZVPD basis

Last column: Mulliken spin population.
Geometry (Å):
Sb (-1.35, -0.75, -1.88)  -0.02
Ru (0.46, 0.07, -0.14)  0.94
Br (4.48, 4.61, -5.88)  0.01
S (-0.15, -1.77, 1.14)  0.15
O (1.75, 0.72, 1.22)  0.14
N (-1.66, 0.39, 1.87)  0.22
N (0.44, 1.93, -1.08)  0.15
N (-2.00, -1.53, 3.04)  0.13
N (-0.98, 0.94, 0.89)  0.41
N (6.84, 1.01, -0.68)  0.61
N (7.13, 0.87, -1.95)  0.63
N (2.25, -0.59, -1.07)  0.03
C (5.21, 3.75, -3.28)  -0.08
C (4.80, -0.70, -2.17)  -0.05
C (-1.21, 2.33, 0.59)  0.04
C (3.73, -1.28, -2.80)  0.07
C (1.20, 2.34, -2.09)  -0.01
C (2.46, -1.18, -2.23)  -0.04
C (-3.11, -1.47, -0.94)  0.00
C (5.82, 2.92, -2.36)  0.14
C (-2.22, 3.13, 2.72)  0.08
C (-3.16, 3.85, 0.61)  0.07
C (4.08, 0.97, 1.65)  -0.08
C (-4.10, 4.63, 2.68)  0.06
C (-2.20, 3.11, 1.32)  0.12
C (-0.99, -2.35, -3.22)  0.00
C (-0.40, 2.82, -0.44)  0.19
C (3.31, -0.04, -0.40)  0.03
C (5.66, 0.61, -0.18)  0.00
C (-4.10, 4.60, 1.29)  -0.03
C (0.42, 4.58, -1.88)  0.00
C (5.38, 3.51, -4.64)  0.15
C (-3.16, 3.89, 3.39)  -0.03
C (-0.37, 4.18, -0.83)  0.16
C (-1.33, -0.89, 2.07)  0.10
C (6.80, 1.65, -4.17)  0.15
C (4.61, -0.04, -0.94)  0.03
C (-2.22, 0.66, -3.20)  0.00
C (1.21, 3.64, -2.55)  0.17
C (3.01, 0.57, 0.85)  0.20
C (5.37, 0.98, 1.15)  0.22
C (6.18, 2.48, -5.09)  -0.07
C (6.60, 1.84, -2.80)  -0.01
H (-4.84, 5.22, 3.21)  0.00
H (-3.86, -1.65, -1.70)  0.00
H (-4.84, 5.16, 0.73)  0.00
H (1.84, 3.92, -3.38)  0.01
H (-3.16, 3.92, 4.47)  0.00
H (-3.09, 0.19, -3.66)  0.00
H (-0.95, 4.90, -0.28)  0.02
H (-2.88, -2.39, -0.41)  0.00
H (0.44, 5.62, -2.18)  0.00
H (-0.24, -2.08, -3.96)  0.00
H (6.19, 1.36, 1.75)  0.00
H (5.79, -0.75, -2.60)  -0.01
H (-1.52, 0.96, -3.97)  0.00
H (3.87, 1.33, 2.64)  0.00
H (-0.66, -3.23, -2.67)  0.00
H (4.61, 4.59, -2.94)  0.00
H (-2.59, -0.99, 3.65)  -0.01
H (-2.54, 1.54, -2.65)  0.00
H (-3.18, 3.81, -0.47)  0.00
H (7.42, 0.83, -4.50)  0.00
H (6.32, 2.32, -6.15)  0.00
H (-1.49, 2.57, 3.27)  0.00
H (-1.68, -2.43, 3.36)  0.00
H (-1.93, -2.57, -3.73)  0.00
H (1.84, 1.59, -2.54)  0.02
H (5.70, 3.11, -1.30)  0.00
H (1.60, -1.64, -2.70)  -0.01
H (-3.47, -0.73, -0.22)  0.00
H (3.85, -1.80, -3.74)  0.00

The calculated total energy comes out at -4964.2959 a.u. Its spin multiplicity is 6. The expectation value of S² is 8.87. As for the HOMO energy (spin up / spin down): -9.11 / -10.85 eV. Its HOMO-LUMO gap (spin up / spin down) is 6.52 / 5.55 eV. As for the total charge: +1.

Record 4
Formula: C8H15O3S
Source: OMol25
Level of theory: the ωB97M-V functional and the def2-TZVPD basis

Last column: natural (NBO) charge in e.
Geometry (Å):
S (1.90, 0.63, 0.68)  1.89
O (1.50, -0.85, 1.03)  -0.69
O (1.11, 0.81, -0.72)  -0.70
O (3.30, 0.42, 0.07)  -0.64
C (3.55, -0.68, -0.75)  -0.27
C (-2.00, -1.06, -0.34)  -0.40
C (-0.82, 2.17, 0.82)  -0.61
C (-1.30, 1.25, -0.28)  -0.28
C (-2.42, 0.35, 0.20)  -0.40
C (-0.50, -1.16, -0.40)  -0.29
C (-0.25, 0.33, -0.97)  0.12
C (0.15, -1.30, 0.98)  -0.11
H (-1.54, 2.92, 0.89)  0.25
H (4.19, -1.50, -0.33)  0.23
H (-2.44, -1.86, 0.30)  0.24
H (-0.06, -1.96, -1.02)  0.24
H (-3.40, 0.30, -0.32)  0.25
H (-0.36, 0.32, -2.03)  0.23
H (-2.48, -1.08, -1.34)  0.23
H (4.06, -0.23, -1.70)  0.24
H (-0.36, -0.94, 1.92)  0.22
H (2.65, -1.13, -0.77)  0.18
H (-2.38, 0.44, 1.34)  0.21
H (-0.78, 1.67, 1.77)  0.20
H (-1.66, 1.89, -0.99)  0.23
H (0.14, 2.65, 0.69)  0.21
H (0.20, -2.37, 1.26)  0.24

The calculated total energy comes out at -937.3632 a.u. The energy above the lowest of the compared OMol25 structures with the same formula, charge and spin is 0.000 eV. As for the HOMO energy: -14.76 eV. Its HOMO-LUMO gap is 11.28 eV. As for the total charge: +1.

Record 5
Formula: C3H2N2
Source: OMol25
Level of theory: the ωB97M-V functional and the def2-TZVPD basis

Last column: natural (NBO) charge in e.
Geometry (Å):
N (-0.64, 0.19, -0.20)  -0.19
N (0.44, 0.10, -0.91)  -0.27
C (0.94, -0.79, -1.79)  0.06
C (1.56, 0.56, -1.49)  0.06
C (-0.72, 0.04, 1.07)  -0.02
H (-1.65, 0.02, 1.44)  0.18
H (0.06, -0.13, 1.88)  0.18

The calculated total energy comes out at -224.7645 a.u. As for the SMILES: C=NN1C#C1. The energy above the lowest of the compared OMol25 structures with the same formula, charge and spin is 6.331 eV. As for the HOMO energy: -9.99 eV. Its HOMO-LUMO gap is 9.81 eV.

Record 6
Formula: C3H7NO2
Source: OMol25
Level of theory: the ωB97M-V functional and the def2-TZVPD basis

Last column: natural (NBO) charge in e.
Geometry (Å):
O (1.02, -0.85, 1.08)  -0.65
O (-0.94, -0.37, 0.11)  -0.48
N (0.68, 1.80, -1.30)  -0.83
C (-1.34, -1.68, 0.53)  -0.26
C (1.08, 1.05, -0.12)  -0.40
C (0.31, -0.09, 0.42)  0.75
H (0.53, 1.23, -2.12)  0.36
H (1.93, 0.22, 0.19)  0.31
H (-2.26, -1.90, 0.00)  0.19
H (1.35, 1.75, 0.68)  0.23
H (-0.19, 2.33, -1.16)  0.37
H (-0.56, -2.41, 0.29)  0.21
H (-1.50, -1.69, 1.61)  0.20

The calculated total energy comes out at -323.6805 a.u. As for the SMILES: COC(=O)CN. The energy above the lowest of the compared OMol25 structures with the same formula, charge and spin is 2.734 eV. As for the HOMO energy: -9.62 eV. Its HOMO-LUMO gap is 10.46 eV.

Question: Which of these has the lowest calculated total energy?
Answer: C31H29BrN7ORuSSb

Question: What is the formula in the first record?
Answer: C3H8N2O2